22
Properties=species:S:1:pos:R:3:forces:R:3:mulliken_charge:R:1 method="wB97M-V/def2-TZVPD" e_lumo_ev="-1.31 / -0.52" de_lowest_ev=5.882 homo_lumo_gap_ha="0.2228 / 0.2609" e_homo_ha="-0.2710 / -0.2799" multiplicity=1
C -1.5838 1.2559 -2.4772 0.299 -1.175 1.605 -0.48
C -2.0270 1.3070 -1.1335 2.193 -0.493 -1.832 -0.63
C -0.2926 0.8315 -2.7160 1.909 0.580 -1.456 -0.31
C -1.1764 0.9721 -0.1015 -0.881 0.762 3.180 -0.08
C 0.6261 0.6878 -1.6586 -1.708 -1.037 0.878 -0.56
C 0.1637 0.6833 -0.2792 0.182 0.843 -3.906 0.71
C -0.1815 -2.0522 1.1935 -1.362 1.274 1.108 -0.58
C 1.0646 0.2778 0.7268 -0.344 -0.166 2.293 -0.28
N 0.9104 0.5113 2.1404 -1.452 -2.152 -1.307 0.83
O -0.1466 1.0237 2.6381 1.996 -0.545 -0.453 -0.66
O 1.6946 -0.2733 2.7813 0.103 1.634 0.694 -0.68
O 2.2649 -0.1682 0.3730 0.234 -0.720 0.538 -0.47
S 0.4878 -2.4813 2.6581 0.710 -0.295 -0.966 -0.01
H -2.2724 1.2759 -3.2848 -0.573 0.536 -0.506 0.38
H -3.0124 1.5749 -1.0307 -2.166 0.480 0.902 0.47
H 0.0850 0.7160 -3.8176 -0.724 0.138 2.277 0.25
H -1.4635 0.9935 1.0156 -0.102 0.040 -2.141 0.31
H 1.5838 0.2798 -1.8739 0.804 0.158 -0.107 0.38
H -1.2399 -1.7284 1.2867 0.916 -0.234 -0.327 0.31
H 0.2479 -2.1921 0.2378 0.412 -0.329 -0.615 0.45
H 2.5708 -0.6458 1.1911 0.070 0.644 -0.413 0.45
H 1.6965 -2.8495 2.1303 -0.516 0.059 0.555 0.16

28
Properties=species:S:1:pos:R:3:forces:R:3:mulliken_charge:R:1 method="wB97M-V/def2-TZVPD" e_lumo_ev=0.80 de_lowest_ev=4.294 homo_lumo_gap_ha=0.2749 e_homo_ha=-0.2455 multiplicity=1
C 0.5707 -0.4157 -0.6435 4.620 1.105 1.020 1.17
C 2.4060 0.4162 -0.0023 -0.383 -1.838 -1.630 0.05
C -1.8931 -0.4259 0.3934 2.205 1.494 0.864 0.39
C -0.0030 0.3233 0.4093 -6.149 -1.692 0.156 -1.41
C 0.7689 -1.9010 -0.5365 0.184 0.439 -0.109 -1.61
C 2.5450 1.9104 0.1323 -0.524 -0.122 0.112 -1.30
C -2.5982 0.5473 1.3094 -0.326 -0.057 0.093 -1.46
C -2.5542 -0.5449 -0.9589 0.143 0.078 -0.210 -1.28
O 0.3662 0.0782 -1.9020 -0.272 0.202 -0.541 -0.53
O 2.8917 -0.3062 1.1033 -0.326 0.194 0.005 -0.53
H 0.0660 -0.6224 -2.4917 0.133 0.013 0.056 0.40
H 2.5915 0.1280 1.9102 0.012 -0.012 -0.019 0.35
H 2.9419 0.0383 -0.8735 0.203 0.103 0.030 0.39
H -1.7624 -1.3996 0.8695 0.008 0.035 -0.005 0.28
H -0.2124 1.3661 0.2042 0.268 0.063 0.141 0.42
H 0.2630 0.0333 1.4166 0.238 0.186 0.023 0.38
H 1.0032 -2.1796 0.4868 0.000 -0.025 0.037 0.36
H -0.1253 -2.4363 -0.8592 -0.143 -0.031 0.044 0.44
H 1.5980 -2.2049 -1.1783 0.013 -0.048 0.004 0.42
H 2.0023 2.2832 1.0077 -0.076 0.015 -0.022 0.32
H 3.5924 2.2112 0.2588 -0.105 -0.187 -0.109 0.38
H 2.1360 2.3994 -0.7517 0.029 0.068 -0.010 0.31
H -2.1052 0.6210 2.2813 0.006 -0.002 -0.025 0.34
H -3.6433 0.2644 1.4957 0.036 0.005 -0.008 0.41
H -2.6171 1.5498 0.8704 0.009 -0.033 0.001 0.33
H -3.6299 -0.7561 -0.8717 0.120 0.034 0.176 0.43
H -2.1392 -1.3626 -1.5533 0.062 0.093 -0.051 0.26
H -2.4595 0.3852 -1.5265 0.014 -0.081 -0.023 0.28

50
Properties=species:S:1:pos:R:3:forces:R:3:lowdin_spin:R:1 method="wB97M-V/def2-TZVPD" e_lumo_ev="2.56 / 2.56" de_lowest_ev=0.189 total_charge=-1 homo_lumo_gap_ha="0.2453 / 0.2401" e_homo_ha="-0.1510 / -0.1459" multiplicity=2
Mn -0.0067 0.0069 0.0121 -0.679 -0.819 0.247 0.98
O 2.9400 -1.8631 2.2070 -0.018 0.010 -0.217 0.00
C 1.9815 -1.2623 1.7022 -0.220 0.241 0.517 0.00
N 1.5963 -1.0736 0.4527 0.186 0.058 -0.473 0.00
C 2.2841 -1.5201 -0.6958 -0.198 0.037 0.331 0.00
C 3.5129 -2.1634 -0.6946 0.148 -0.090 -0.156 0.00
C 4.0938 -2.5560 -1.9018 0.004 0.004 0.164 0.00
C 3.4496 -2.3173 -3.1007 -0.154 0.070 -0.064 0.00
C 2.2086 -1.6775 -3.1182 0.209 -0.112 -0.085 0.00
C 1.6245 -1.2722 -1.9283 -0.405 0.130 0.019 0.00
N 0.3834 -0.6093 -1.8174 0.434 -0.010 0.054 0.00
C -0.4688 -0.3833 -2.8022 -0.541 0.362 -0.016 0.00
O -0.4569 -0.6743 -4.0058 0.153 -0.088 0.096 0.01
C -1.6885 0.3983 -2.2744 0.313 -0.265 -0.088 0.00
C -2.6946 0.7737 -3.1504 -0.092 0.056 0.191 0.00
C -3.7784 1.4759 -2.6485 -0.006 -0.032 -0.155 0.00
C -3.8224 1.7806 -1.2969 0.066 -0.021 0.159 0.00
C -2.7729 1.3727 -0.4880 -0.031 -0.017 -0.222 0.00
N -1.7335 0.6862 -0.9627 0.337 0.366 -0.127 0.00
C 0.9995 -0.5684 2.6634 0.182 -0.260 -0.250 0.00
C 1.2761 -0.5375 4.0216 -0.195 0.072 -0.028 0.00
C 0.3751 0.0896 4.8647 0.115 -0.057 0.089 0.00
C -0.7729 0.6569 4.3331 -0.113 0.022 -0.137 0.00
C -0.9726 0.5912 2.9637 0.183 -0.073 0.155 0.00
N -0.1079 -0.0104 2.1428 0.263 0.360 -0.105 0.00
H 4.0006 -2.3512 0.2494 0.002 -0.002 0.007 0.00
H 5.0563 -3.0542 -1.8885 0.003 0.000 -0.009 0.00
H 3.9013 -2.6260 -4.0361 0.010 -0.003 0.001 0.00
H 1.6871 -1.4875 -4.0441 0.003 -0.005 0.003 0.00
H -2.5838 0.5050 -4.1909 -0.006 0.005 -0.011 0.00
H -4.5776 1.7924 -3.3084 -0.005 0.000 0.018 0.00
H -4.6399 2.3420 -0.8653 -0.014 0.000 -0.031 0.00
H -2.7314 1.6238 0.5620 0.000 0.045 0.000 0.00
H 2.1910 -1.0018 4.3598 0.002 -0.006 0.009 0.00
H 0.5690 0.1407 5.9296 -0.019 0.010 -0.006 0.00
H -1.4978 1.1655 4.9536 0.021 -0.003 0.023 0.00
H -1.8257 1.0593 2.4953 -0.011 0.037 -0.010 0.00
Cl 0.7563 5.4377 0.0137 0.036 -0.058 0.038 0.00
C 1.4793 3.9422 0.6600 0.053 0.047 -0.018 0.00
Cl 1.9565 4.1683 2.3668 -0.039 -0.017 -0.064 0.00
C 0.4972 2.7503 0.5496 0.126 0.228 -0.035 0.00
O 1.0173 1.7655 -0.0497 -0.311 -0.021 0.240 0.01
O -0.6203 2.8794 1.0458 -0.012 -0.178 -0.013 0.00
H 2.3893 3.7562 0.1041 -0.030 -0.019 -0.015 0.00
C -2.6657 -2.0915 -0.1578 -0.105 0.033 -0.097 0.00
O -1.3924 -1.8146 0.3984 0.363 0.056 -0.119 0.00
H -3.4063 -1.3342 0.1151 0.016 -0.014 0.006 0.00
H -3.0266 -3.0780 0.1439 0.057 0.000 0.034 0.00
H -2.5464 -2.0788 -1.2395 0.010 -0.018 0.021 0.00
H -1.4365 -1.7538 1.3554 -0.087 -0.062 0.130 0.00